[1]
DFT (ωB97M-V/def2-TZVPD) results for a structure of composition C35H31Cl2NO2PPd in a non-equilibrium geometry.

Positions of all 73 atoms, in Å:
Pd1 -0.1662 -1.3184 -0.2794
C1 -0.6106 1.8607 -0.5733
C2 -0.6560 1.9283 -2.0473
C3 -0.5241 3.2709 -2.5562
C4 -0.5813 3.5657 -3.8845
C5 -0.8714 2.5394 -4.8166
C6 -1.1009 1.2167 -4.3558
C7 -0.8892 0.8859 -2.9881
P1 -0.6854 -0.9278 -2.5325
C8 -2.1083 -1.7730 -3.3315
C9 -1.9105 -3.0384 -4.0384
C10 -2.9693 -4.0256 -4.1074
C11 -4.1638 -3.7941 -3.4908
C12 -4.3463 -2.5496 -2.9143
C13 -3.4188 -1.5138 -2.9649
C14 -4.0820 -0.0800 -3.0542
C15 0.7585 -1.6853 -3.2286
C16 0.9707 -1.7316 -4.5943
C17 2.2401 -2.1145 -5.1307
C18 3.2566 -2.5918 -4.2662
C19 3.0336 -2.5692 -2.9284
C20 1.8178 -2.0567 -2.3763
C21 1.4445 -2.4273 -1.0002
H1 -0.0551 2.6883 -0.1268
H2 -0.0886 0.9138 -0.2273
H3 -1.6492 1.7215 -0.0995
H4 -0.2415 3.9919 -1.7917
H5 -0.3779 4.5745 -4.2774
H6 -0.9330 2.7434 -5.8579
H7 -1.4649 0.4138 -5.0514
H8 -0.9697 -3.2404 -4.5453
H9 -2.7657 -4.9425 -4.6793
H10 -4.8550 -4.6911 -3.4323
H11 -5.2891 -2.2692 -2.4243
H12 -4.5483 -0.0446 -2.0547
H13 -4.8444 -0.2119 -3.8725
H14 -3.3074 0.7100 -3.1932
H15 0.0728 -1.6060 -5.2574
H16 2.4075 -2.0450 -6.1842
H17 4.2195 -2.8025 -4.7436
H18 3.6787 -3.0558 -2.1300
H19 2.2404 -2.2690 -0.1897
H20 1.1808 -3.4753 -0.9390
H21 -1.5231 -0.9667 -1.1644
Cl1 -1.1490 0.3001 6.3287
C22 -0.4461 1.8679 6.5941
C23 -0.6437 2.7221 7.6333
C24 0.1408 3.9143 7.7703
C25 0.8639 4.4214 6.6447
C26 0.9938 3.6865 5.4756
Cl2 1.8337 4.2000 4.0672
C27 0.4645 2.3670 5.5259
N1 0.8014 1.4658 4.5241
C28 1.8988 0.7439 4.0807
C29 3.2260 0.9487 4.5677
C30 4.2351 0.1329 4.0296
C31 4.0633 -0.6640 2.9228
C32 2.7510 -0.7935 2.4115
C33 1.6865 -0.3608 3.1711
C34 0.3956 -1.1518 3.0617
C35 -0.7268 -0.3026 2.3960
O1 -1.1787 0.6880 3.0430
O2 -1.3758 -0.7134 1.3153
H22 -1.2824 2.3558 8.4447
H23 0.1727 4.3784 8.7209
H24 1.2604 5.4249 6.6035
H25 -0.0789 1.1444 4.0298
H26 3.4477 1.6825 5.3477
H27 5.2883 0.1210 4.3760
H28 4.9065 -1.0917 2.4495
H29 2.5068 -1.3102 1.4688
H30 0.0621 -1.2682 4.1155
H31 0.5579 -2.1168 2.5818

Its orbital gap (spin up / spin down) is 4.05 / 7.00 eV. As for the net charge: -1. Its multiplicity is 3. The calculation puts the HOMO energy (spin up / spin down) at -1.5 / -5.0 eV.


[2]
DFT (ωB97M-V/def2-TZVPD) results for a structure of composition C35H31CrN7O3.

Positions of all 77 atoms, in Å:
Cr1 0.3591 1.2024 1.2407
O1 -0.2683 -3.0362 0.2537
C1 -1.6136 -3.0153 0.2478
C2 -2.2642 -4.2178 -0.0344
C3 -3.6434 -4.2857 -0.0344
C4 -4.4081 -3.1579 0.2478
C5 -3.7718 -1.9661 0.5332
C6 -2.3801 -1.8680 0.5372
C7 -1.7294 -0.5874 0.8965
O2 -0.4883 -0.4180 0.5252
N1 -2.4000 0.3035 1.5687
N2 -1.5603 1.3850 1.8529
C8 -2.0782 2.3603 2.5121
C9 -1.3736 3.5578 2.8932
C10 -2.1094 4.5742 3.5252
C11 -1.5358 5.7739 3.8698
C12 -0.1857 5.9830 3.5653
C13 0.5684 5.0015 2.9655
C14 0.0135 3.7457 2.6439
O3 0.7899 2.8201 2.1530
H1 0.0325 -2.1030 0.3576
H2 -1.6578 -5.0911 -0.2378
H3 -4.1285 -5.2299 -0.2480
H4 -5.4880 -3.2141 0.2434
H5 -4.3409 -1.0762 0.7655
H6 -3.1330 2.2759 2.7721
H7 -3.1551 4.3893 3.7458
H8 -2.1146 6.5433 4.3612
H9 0.2799 6.9292 3.8121
H10 1.6120 5.1592 2.7268
C15 -0.6674 3.8254 -2.0851
C16 0.5706 3.9894 -2.6882
C17 1.6688 3.3300 -2.1677
C18 1.5063 2.5035 -1.0685
N3 0.2999 2.3572 -0.4837
C19 -0.7521 3.0059 -0.9759
C20 2.5992 1.6962 -0.4725
C21 3.8858 1.6179 -0.9397
C22 4.7678 0.7215 -0.2778
C23 4.3500 -0.0142 0.7939
C24 3.0173 0.1218 1.2572
N4 2.1901 0.9779 0.5808
C25 2.4104 -0.5090 2.3726
C26 2.9991 -1.5364 3.1464
C27 2.3069 -2.0909 4.1836
C28 1.0080 -1.6290 4.4853
C29 0.4823 -0.6303 3.7051
N5 1.1363 -0.0694 2.6823
H11 -1.5502 4.3232 -2.4585
H12 0.6766 4.6229 -3.5588
H13 2.6456 3.4441 -2.6134
H14 -1.6902 2.8556 -0.4558
H15 4.2153 2.1930 -1.7910
H16 5.7865 0.6222 -0.6288
H17 5.0313 -0.6877 1.2946
H18 3.9857 -1.8960 2.8886
H19 2.7492 -2.8882 4.7664
H20 0.4293 -2.0514 5.2926
H21 -0.5131 -0.2442 3.8947
N6 0.8973 -0.1641 -2.1932
C30 0.3438 -1.1471 -2.4458
N7 -0.3100 -2.2801 -2.6505
C31 -1.4753 -2.2643 -3.5325
C32 -1.0518 -2.3783 -5.0090
C33 0.3254 -3.0486 -5.1112
C34 0.4411 -4.1567 -4.0660
C35 0.4396 -3.5436 -2.6550
H22 -2.0485 -1.3595 -3.3380
H23 -2.0941 -3.1140 -3.2376
H24 -1.0212 -1.3930 -5.4762
H25 -1.7931 -2.9747 -5.5457
H26 1.1099 -2.3087 -4.9315
H27 0.4770 -3.4412 -6.1171
H28 1.3526 -4.7383 -4.2064
H29 -0.4018 -4.8439 -4.1796
H30 1.4523 -3.3273 -2.3189
H31 -0.0159 -4.2150 -1.9258

Its orbital gap (spin up / spin down) is 5.03 / 7.43 eV. Its multiplicity is 5. The calculation puts the HOMO energy (spin up / spin down) at -5.0 / -7.6 eV.


[3]
DFT (ωB97M-V/def2-TZVPD) results for a structure of composition C35H31F6N5NaO12S2Te.

Positions of all 93 atoms, in Å:
Na1 -0.3810 1.1971 1.0628
C1 0.1228 -3.5254 2.6641
C2 1.1451 -3.3135 1.5543
C3 0.4688 -3.3907 0.1776
C4 1.9468 -2.0281 1.7040
C5 1.7794 -1.1322 2.7599
C6 2.5521 0.0197 2.8452
C7 3.4994 0.3330 1.8779
C8 4.3147 1.5933 1.9733
C9 3.6563 -0.5522 0.8158
C10 2.9022 -1.7117 0.7382
H1 -0.3851 -4.4822 2.5285
H2 -0.6435 -2.7480 2.6579
H3 0.5856 -3.5250 3.6531
H4 1.8722 -4.1351 1.6100
H5 -0.0611 -2.4633 -0.0462
H6 -0.2488 -4.2148 0.1500
H7 1.1961 -3.5541 -0.6209
H8 1.0199 -1.3056 3.5118
H9 2.3774 0.7097 3.6612
H10 5.1205 1.4842 2.7055
H11 3.7004 2.4399 2.2791
H12 4.7678 1.8377 1.0116
H13 4.3622 -0.3164 0.0258
H14 3.0417 -2.3764 -0.1073
F1 -1.5746 4.3037 3.3953
C11 -0.2989 4.5741 3.6395
F2 -0.1298 5.9059 3.6053
F3 0.0129 4.1489 4.8683
S1 0.8324 3.7366 2.4441
O1 0.6496 2.3372 2.7100
O2 2.1345 4.2845 2.7094
N1 0.1714 4.2969 1.1000
S2 0.8123 3.8171 -0.2708
O3 0.0919 4.3137 -1.3952
O4 1.2536 2.4468 -0.2097
C12 2.4221 4.7850 -0.3749
F4 3.4634 4.0691 0.0525
F5 2.6592 5.1093 -1.6616
F6 2.3674 5.9232 0.3197
Te1 0.3770 -0.0965 -2.5596
C13 0.2480 -1.5013 -4.1375
C14 -0.0107 -2.8376 -3.8345
C15 -0.1069 -3.7831 -4.8464
C16 0.0670 -3.4059 -6.1711
C17 0.3170 -2.0767 -6.4804
C18 0.3955 -1.1282 -5.4690
C19 2.3199 0.5519 -3.0577
C20 2.5285 1.9093 -3.2966
C21 3.8102 2.3945 -3.5279
C22 4.8909 1.5249 -3.5395
C23 4.6892 0.1707 -3.3057
C24 3.4122 -0.3105 -3.0523
H15 -0.1638 -3.1298 -2.8032
H16 -0.3222 -4.8143 -4.5950
H17 -0.0034 -4.1446 -6.9608
H18 0.4398 -1.7717 -7.5132
H19 0.5732 -0.0883 -5.7168
H20 1.6874 2.5917 -3.2746
H21 3.9590 3.4556 -3.6867
H22 5.8913 1.9024 -3.7151
H23 5.5314 -0.5114 -3.3000
H24 3.2635 -1.3630 -2.8402
O5 -4.9371 -5.2509 2.5762
N2 -4.4837 -4.2774 3.1749
O6 -4.6187 -4.1325 4.3842
C25 -3.7941 -3.2550 2.4327
C26 -3.3469 -2.0979 3.1053
C27 -2.6909 -1.0997 2.4035
C28 -2.2650 -1.3363 1.0040
O7 -1.3145 -0.7436 0.4688
C29 -2.9485 -2.4408 0.3674
C30 -3.6369 -3.4251 1.0791
N3 -2.8183 -2.6388 -1.0478
O8 -3.0937 -3.7480 -1.5136
O9 -2.4644 -1.7063 -1.7664
N4 -2.3591 0.0783 3.0640
O10 -2.2546 1.1727 2.3850
O11 -2.3539 0.0882 4.3292
H25 -3.5286 -1.9587 4.1577
H26 -4.0198 -4.2930 0.5694
O12 -1.7316 2.2660 -0.4489
N5 -2.9530 2.3473 -0.0671
C31 -3.7961 1.3245 -0.3479
C32 -5.0996 1.3589 0.0861
C33 -5.5630 2.4476 0.8125
C34 -4.6836 3.4825 1.0777
C35 -3.3814 3.4175 0.6301
H27 -3.3269 0.5102 -0.8840
H28 -5.7334 0.5105 -0.1320
H29 -6.5799 2.4754 1.1792
H30 -4.9847 4.3446 1.6567
H31 -2.6113 4.1495 0.8225

Its orbital gap (spin up / spin down) is 4.19 / 6.80 eV. As for the net charge: -2. Its multiplicity is 2. The calculation puts the HOMO energy (spin up / spin down) at -0.5 / -3.1 eV.


ΔE to the lowest compared entry with this formula, charge and spin (computed, eV): 1.200 0.000 0.470